# 1
DFT (wB97M-V/def2-TZVPD) results for an isolated molecule of C5H7N in a non-equilibrium geometry.

```
13
Properties=species:S:1:pos:R:3:forces:R:3:lowdin_charge:R:1
C 2.535847 -0.355479 0.064773 -0.3 0.4 -0.2 0.106
C 1.643772 0.392748 -0.248184 0.6 0.0 0.0 -0.122
C 0.554111 1.332274 -0.610824 0.4 0.6 -0.2 -0.264
N -0.514740 1.036773 0.316892 0.4 -0.9 -0.1 0.014
C -1.248744 0.111002 -0.136752 0.0 -0.2 0.2 -0.255
C -1.518621 -1.042036 0.756947 -0.4 -0.1 0.2 -0.070
H 3.374177 -0.965456 0.329035 -0.3 0.1 0.0 0.024
H 0.880370 2.348192 -0.439404 0.3 0.3 -0.3 0.104
H 0.298725 1.165335 -1.672090 0.0 0.2 0.2 0.113
H -1.435967 -0.003537 -1.219171 0.3 -0.2 0.1 0.116
H -0.867675 -0.912698 1.626491 -0.4 -0.1 0.0 0.081
H -2.553681 -1.196041 1.038458 -0.2 -0.2 0.1 0.066
H -1.147570 -1.911074 0.193833 -0.3 0.0 0.2 0.087
```
Positions in Å, forces in eV/Å.

As for the LUMO energy: 1.1 eV. Its total charge is 0. Its spin multiplicity is 1. As for the relative energy (zero: lowest compared OMol25 entry of this formula, charge and spin): 79.7 kcal per mole. The HOMO energy is -9.31 eV. The molar mass comes out at 81.12 g/mol. As for the SMILES: C#CC/N=C/C.

***

# 2
DFT (wB97M-V/def2-TZVPD) results for the ion C5H7N2 with charge +1 in a non-equilibrium geometry.

```
14
Properties=species:S:1:pos:R:3:forces:R:3:lowdin_charge:R:1
C -1.419327 0.875207 -2.210959 -2.6 0.9 -1.5 -0.053
N -0.818743 1.702973 -1.235196 -0.6 1.4 1.1 0.062
N -0.351883 1.246203 -0.213707 -2.0 2.4 -2.1 0.139
C 0.152410 0.181709 0.185992 4.8 -3.1 1.5 -0.095
C 1.400971 -0.464076 -0.103848 -0.7 -0.2 -0.2 0.197
C 0.994250 -0.557793 1.127678 -3.1 -0.2 -0.1 -0.095
C 0.745460 -1.027741 2.476056 -0.3 -2.1 0.0 0.007
H -0.975125 1.286560 -3.121450 -0.1 -0.4 -0.2 0.105
H -1.239333 -0.163422 -2.082119 0.2 -1.1 0.3 0.072
H -2.595204 1.041377 -2.379062 2.6 0.0 0.8 0.168
H 2.075020 -0.846083 -0.816415 0.8 0.1 -0.8 0.130
H 1.017033 -0.165080 3.008459 0.2 1.1 1.7 0.084
H 1.402866 -1.901247 2.787560 -1.0 1.1 -0.4 0.130
H -0.388394 -1.208587 2.577011 1.9 0.1 0.0 0.148
```
Positions in Å, forces in eV/Å.

As for the LUMO energy: -5.5 eV. Its total charge is +1. Its spin multiplicity is 1. As for the relative energy (zero: lowest compared OMol25 entry of this formula, charge and spin): 153.3 kcal per mole. The HOMO energy is -14.65 eV. The molar mass comes out at 95.12 g/mol. As for the SMILES: CN=[N+]=c1cc1C.

***

# 3
DFT (wB97M-V/def2-TZVPD) results for the ion C5H7N2 with charge +1 in a non-equilibrium geometry.

```
14
Properties=species:S:1:pos:R:3:forces:R:3:lowdin_charge:R:1
C -1.787114 -1.270933 -0.671226 2.5 0.0 2.1 0.198
C -0.761692 -0.534412 -0.193173 0.1 2.9 -1.7 -0.334
C -0.459152 0.916324 -0.752153 1.7 0.1 -0.2 -0.030
N -0.004129 -1.210261 0.692629 3.5 -2.3 3.8 0.127
N 1.077040 -0.891524 1.299390 -0.4 2.0 -1.7 0.022
C 2.074726 0.147895 1.303208 -0.7 -1.5 1.6 0.068
C 2.431831 -0.777984 2.188756 -2.4 0.3 -3.0 0.282
H -1.937184 -2.261535 -0.353178 -0.1 -1.1 0.5 0.083
H -2.428424 -0.901032 -1.350072 -2.1 1.4 -2.4 0.057
H 0.246434 1.663540 -0.137321 -1.8 -2.0 -1.0 0.098
H -1.419683 1.416966 -0.903722 0.3 0.0 0.1 0.070
H 0.043700 0.808334 -1.790257 -0.8 0.2 1.7 0.110
H 2.246517 1.129604 0.912263 0.2 0.2 -0.3 0.121
H 3.097706 -1.453298 2.695845 -0.2 -0.1 0.4 0.127
```
Positions in Å, forces in eV/Å.

As for the LUMO energy (spin up / spin down): -5.5 / -5.5 eV. Its total charge is +1. Its spin multiplicity is 1. As for the relative energy (zero: lowest compared OMol25 entry of this formula, charge and spin): 185.6 kcal per mole. The HOMO energy (spin up / spin down) is -14.01 / -14.01 eV. The molar mass comes out at 95.12 g/mol. As for the SMILES: C=C(C)N=[N+]1C=C1.

***

# 4
DFT (wB97M-V/def2-TZVPD) results for the ion C5H7N2 with charge +1 in a non-equilibrium geometry.

```
14
Properties=species:S:1:pos:R:3:forces:R:3:lowdin_charge:R:1
C 2.554152 0.893587 -1.800709 -1.4 -1.1 2.2 0.195
C 1.977047 0.406710 -0.883720 -1.1 -1.0 1.6 -0.059
C 1.113290 -0.232388 0.156791 0.4 -0.4 -4.1 -0.194
N 0.524284 -1.621231 -0.500847 2.3 2.3 1.5 0.161
C -0.675673 -1.620765 -0.173776 -2.9 -1.3 -0.2 -0.161
C -1.159132 -0.427459 0.657428 -2.3 0.6 0.7 -0.077
N -0.138802 0.586982 0.215572 -0.5 1.1 -0.1 0.057
H 3.121347 1.155511 -2.569694 2.0 1.3 -2.9 0.015
H 1.617357 -0.248511 1.091363 0.1 -0.7 1.0 0.145
H -1.399351 -2.464939 -0.561678 1.5 1.7 1.0 0.175
H -2.263186 -0.057909 0.448426 2.4 -0.8 0.4 0.175
H -1.015494 -0.593560 1.784537 -0.3 0.2 -1.6 0.162
H -0.275876 0.900551 -0.764388 -0.3 -0.5 0.3 0.186
H -0.108553 1.523124 0.702432 0.2 -1.4 0.2 0.220
```
Positions in Å, forces in eV/Å.

As for the LUMO energy: -3.7 eV. Its total charge is +1. Its spin multiplicity is 1. As for the relative energy (zero: lowest compared OMol25 entry of this formula, charge and spin): 110.5 kcal per mole. The HOMO energy is -14.86 eV. The molar mass comes out at 95.12 g/mol. As for the SMILES: C#C[C@@H]1N=CC[NH2+]1.

***

# 5
DFT (wB97M-V/def2-TZVPD) results for the ion C5H7N2O2 with charge +1 in a non-equilibrium geometry.

```
16
Properties=species:S:1:pos:R:3:forces:R:3:lowdin_charge:R:1
C -1.302526 0.354378 0.223596 -1.1 0.3 -1.0 -0.129
C -2.844599 0.691012 0.017093 4.3 -1.2 -0.1 -0.353
C -0.233592 1.374945 0.315382 1.7 -0.2 -0.4 -0.061
C 0.910936 0.450394 -0.290170 3.3 3.9 0.9 -0.147
C 0.502370 -0.946480 0.027091 1.0 -2.7 0.4 -0.159
N -3.004773 -1.713002 -0.187758 1.4 0.9 0.8 0.303
N -0.905625 -0.800326 -0.074082 -4.3 0.5 1.8 0.134
O -3.321432 1.696458 -0.245538 -1.3 1.8 -0.2 0.302
O -3.423498 -0.516830 0.144659 -2.6 -3.6 1.0 0.025
H -0.381478 2.260744 -0.317416 -0.4 -0.4 0.2 0.140
H 0.082710 1.760804 1.286709 -0.7 -0.4 0.3 0.137
H 0.925487 0.831188 -1.326185 0.1 -1.4 0.0 0.127
H 1.967732 0.809132 0.126123 -2.2 -1.1 -0.8 0.168
H 0.727175 -1.761011 -0.696770 0.7 0.7 0.5 0.144
H 0.719674 -1.353095 1.112769 -0.1 1.0 -2.1 0.184
H -3.117459 -2.384145 0.694390 0.2 1.9 -1.4 0.186
```
Positions in Å, forces in eV/Å.

As for the LUMO energy (spin up / spin down): -7.5 / -7.5 eV. Its total charge is +1. Its spin multiplicity is 1. As for the relative energy (zero: lowest compared OMol25 entry of this formula, charge and spin): 167.3 kcal per mole. The HOMO energy (spin up / spin down) is -15.64 / -15.64 eV. The molar mass comes out at 127.12 g/mol.

***

# 6
DFT (wB97M-V/def2-TZVPD) results for a cluster of 2 separate species, C5H7N2OS in total in a non-equilibrium geometry.

```
16
Properties=species:S:1:pos:R:3:forces:R:3:lowdin_charge:R:1
C 3.610699 -0.659057 -0.073649 -0.1 -1.8 -0.3 -0.942
C -0.452865 0.772504 0.072142 0.1 -0.1 -0.1 -0.173
C 0.578676 1.914878 0.117570 -0.2 -0.1 -0.1 -0.251
C 0.445459 -0.387932 -0.327959 0.3 0.2 0.2 -0.367
C -0.017288 -1.801506 -0.212780 0.3 0.0 -0.1 -0.101
N 1.880744 1.277707 0.003818 0.2 0.5 0.4 -0.160
N 1.712105 0.014904 -0.202010 -0.6 0.7 -0.2 -0.087
O 3.562696 -1.840275 -0.034563 -0.4 0.2 0.1 -0.032
S 4.535781 0.626367 -0.101729 0.9 0.9 0.0 0.607
H -0.907687 0.595568 1.060776 -0.1 0.0 0.0 0.087
H -1.266757 0.958713 -0.638092 0.0 0.0 0.1 0.083
H 0.441983 2.627381 -0.707140 -0.1 0.0 -0.1 0.083
H 0.547719 2.495961 1.046247 -0.1 0.1 -0.1 0.082
H 0.409997 -2.434117 -0.990853 0.0 -0.2 0.0 0.056
H -1.105865 -1.827468 -0.298893 0.0 -0.1 -0.1 0.055
H 0.252370 -2.243007 0.754918 -0.1 -0.1 0.1 0.061
```
Positions in Å, forces in eV/Å.

As for the LUMO energy (spin up / spin down): 3.7 / 3.7 eV. Its total charge is -1. Its spin multiplicity is 1. As for the relative energy (zero: lowest compared OMol25 entry of this formula, charge and spin): 1.7 kcal per mole. The HOMO energy (spin up / spin down) is -2.12 / -2.13 eV. The molar mass comes out at 143.19 g/mol.

***

# 7
DFT (wB97M-V/def2-TZVPD) results for a structure of composition C5H7N3 in a non-equilibrium geometry.

```
15
Properties=species:S:1:pos:R:3:forces:R:3:lowdin_charge:R:1
C 0.042622 1.714120 0.649628 3.2 4.2 -3.0 -0.156
C -0.723626 0.493137 0.430903 0.2 1.9 -0.7 -0.409
C -0.157604 -0.584212 1.393380 -1.4 -0.6 -0.9 0.008
C 0.428514 -0.889494 -2.067192 -3.7 3.0 -0.8 -0.118
C -0.294439 -0.403536 -0.808165 0.2 3.9 -2.9 -0.147
H -0.754518 2.451898 -0.212309 3.6 -0.8 2.8 0.172
H 0.239567 2.156458 1.738535 -1.2 -0.9 -2.4 0.103
H 1.288565 1.548751 0.186195 -3.8 0.8 1.2 0.159
H -1.662763 1.033087 0.256727 -1.1 -2.2 1.2 0.111
H 0.934675 -0.181805 1.651069 -2.5 -1.5 0.0 0.156
H -0.902153 -1.019819 2.212431 2.2 0.7 -1.7 0.158
H 0.373655 -0.541404 -3.200267 0.2 -0.4 3.0 0.126
N -0.111030 -1.314575 0.043393 3.1 -4.8 1.5 -0.153
N 0.571668 -2.336068 -0.466243 0.3 -2.6 -0.7 0.006
N 0.726866 -2.126538 -1.808083 0.8 -0.6 3.6 -0.018
```
Positions in Å, forces in eV/Å.

As for the LUMO energy: 0.5 eV. Its total charge is 0. Its spin multiplicity is 1. As for the relative energy (zero: lowest compared OMol25 entry of this formula, charge and spin): 184.2 kcal per mole. The HOMO energy is -8.89 eV. The molar mass comes out at 109.13 g/mol.

***

# 8
DFT (wB97M-V/def2-TZVPD) results for an isolated molecule of C5H7N3 in a non-equilibrium geometry.

```
15
Properties=species:S:1:pos:R:3:forces:R:3:lowdin_charge:R:1
H -0.790825 2.824601 0.706467 3.5 -1.2 -2.0 0.128
N 0.212613 2.323010 0.284463 -3.9 -0.7 1.6 0.095
C -0.197850 1.117367 -0.027477 0.0 2.2 0.0 -0.402
N -1.537184 0.791963 -0.264696 0.0 -0.4 0.0 0.065
C -1.818136 -0.637380 -0.246537 1.9 1.0 1.1 -0.173
N -1.038192 -1.587749 0.109563 0.2 0.7 -1.8 0.071
C 0.392976 -1.220722 0.310822 -5.6 -13.4 6.7 -0.348
C 0.695684 -0.073960 -0.122260 8.6 10.3 -3.4 -0.317
C 2.081896 -0.164281 -0.400610 0.9 2.2 -0.2 0.085
H -2.231205 1.611654 -0.411945 1.5 -2.5 0.4 0.180
H -2.789005 -0.882289 -0.464617 -2.4 -0.4 -0.5 0.081
H 1.203482 -1.851212 -0.115686 -2.5 -1.4 0.3 0.097
H 0.427440 -1.709685 1.463942 0.4 2.3 -1.9 0.197
H 2.538615 -1.253658 -0.070627 -0.4 3.4 -1.5 0.126
H 2.849691 0.712336 -0.750801 -2.2 -2.2 1.1 0.117
```
Positions in Å, forces in eV/Å.

As for the LUMO energy: 0.0 eV. Its total charge is 0. Its spin multiplicity is 1. As for the relative energy (zero: lowest compared OMol25 entry of this formula, charge and spin): 149.4 kcal per mole. The HOMO energy is -8.63 eV. The molar mass comes out at 109.13 g/mol. As for the SMILES: [H]/N=C1\NC=NCC1=C.